Molecular formula: C2H4ClP
Method: DFT, ωB97M-V/def2-TZVPD

Last column: Löwdin charge in e.
Geometry (Å):
Cl1 2.989 0.116 -0.104  0.174
P1 -0.537 1.477 0.179  0.843
C1 -0.882 -0.396 0.541  -0.421
C2 -1.828 0.507 -0.263  -0.476
H1 4.105 -0.373 -0.730  -0.170
H2 -1.171 -0.651 1.555  0.027
H3 -2.424 0.364 -1.095  -0.005
H4 -0.251 -1.043 -0.085  0.028

Values from the calculation:
calculated total energy	-880.046845	a.u.
energy relative to the best compared isomer or geometry (same formula, charge and spin)	2.196	eV
structure (SMILES)	C1=PC1.Cl

---

Molecular formula: C21H18F3N7
Method: DFT, ωB97M-V/def2-TZVPD

Last column: Löwdin charge in e.
Geometry (Å):
F1 3.838 4.249 3.392  0.127
F2 4.604 5.571 1.732  0.115
F3 2.880 6.240 3.042  0.128
N1 -0.386 3.078 -1.106  0.172
N2 -2.720 0.036 -2.913  0.068
N3 -0.518 -4.949 -0.691  0.097
N4 -1.547 -6.255 -2.319  0.125
N5 0.156 0.822 1.708  0.045
N6 0.879 2.933 0.746  0.072
N7 -1.520 -4.088 -2.635  0.125
C1 -3.389 -0.838 -2.156  -0.161
C2 0.290 -2.391 1.876  -0.036
C3 1.009 5.031 -0.444  0.017
C4 -1.232 -5.059 -1.893  -0.634
C5 -1.621 0.882 -0.922  -0.161
C6 2.451 4.613 1.527  -0.082
C7 -0.015 -3.739 -0.160  -0.215
C8 0.944 -1.492 -0.304  -0.020
C9 -3.303 -0.825 -0.756  -0.055
C10 1.312 -0.096 1.769  -0.149
C11 1.914 3.321 1.624  0.081
C12 0.837 -1.357 1.097  -0.236
C13 1.894 5.485 0.472  -0.021
C14 0.125 1.786 0.709  -0.226
C15 0.553 -2.685 -0.917  -0.025
C16 -2.395 0.060 -0.124  -0.023
C17 -0.658 1.891 -0.427  -0.160
C18 3.490 5.172 2.454  -0.526
C19 0.486 3.685 -0.334  -0.294
C20 -1.820 0.830 -2.316  -0.083
C21 -0.079 -3.584 1.256  -0.015
H1 -3.893 -1.518 -0.160  0.099
H2 1.612 -0.250 2.832  0.122
H3 2.138 6.550 0.427  0.121
H4 -1.894 -6.175 -3.262  0.107
H5 2.199 2.634 2.429  0.133
H6 0.614 5.683 -1.234  0.124
H7 -1.175 1.474 -2.910  0.110
H8 0.760 -2.803 -1.947  0.101
H9 -4.097 -1.552 -2.588  0.106
H10 -0.814 -6.926 -2.155  0.102
H11 -0.517 -4.374 1.815  0.095
H12 1.288 -0.633 -0.889  0.123
H13 -1.319 -3.155 -2.228  0.031
H14 0.158 -2.287 2.930  0.105
H15 -2.260 0.099 0.981  0.113
H16 -0.767 -5.729 -0.083  0.139
H17 2.188 0.343 1.211  0.136
H18 -0.680 0.295 1.845  0.082

Values from the calculation:
calculated total energy	-1493.944107	a.u.
structure (SMILES)	[H]/N=C(/N)Nc1ccc(CNc2c(-c3cccnc3)nc3ccc(C(F)(F)F)cn23)cc1

---

Molecular formula: C9H10O2
Method: DFT, ωB97M-V/def2-TZVPD

Last column: Löwdin charge in e.
Geometry (Å):
O1 1.439 -1.192 -1.138  -0.016
O2 3.430 1.112 0.926  -0.010
C1 -0.700 0.047 -0.340  -0.174
C2 -1.297 -1.120 0.126  -0.033
C3 3.264 0.133 -0.015  -0.211
C4 0.762 0.025 -0.903  -0.128
C5 -3.236 0.044 0.423  -0.100
C6 -1.401 1.223 -0.642  -0.038
C7 -2.470 -0.949 0.625  -0.232
C8 1.864 -0.614 0.022  -0.255
C9 -2.716 1.249 -0.141  -0.086
H1 1.390 -0.963 1.099  0.186
H2 -2.763 -1.709 1.134  0.063
H3 3.759 -1.063 0.230  0.208
H4 1.321 0.502 -1.442  0.045
H5 -0.351 -1.957 0.432  0.204
H6 3.275 0.503 -0.780  -0.025
H7 3.318 0.599 1.768  0.119
H8 -0.946 2.334 -1.454  0.229
H9 -3.350 1.894 -0.565  0.046
H10 -4.590 -0.097 0.634  0.208

Values from the calculation:
calculated total energy	-499.019469	a.u.
energy relative to the best compared isomer or geometry (same formula, charge and spin)	11.220	eV

---

Molecular formula: C4H7NO
Method: DFT, ωB97M-V/def2-TZVPD

Last column: Löwdin charge in e.
Geometry (Å):
O1 1.534 0.603 -1.706  0.051
N1 -1.053 0.332 -0.963  0.062
C1 -0.012 0.068 0.025  -0.483
C2 1.354 0.363 -0.530  -0.186
C3 -0.219 0.417 1.480  -0.029
C4 -0.715 -1.050 -0.667  -0.104
H1 2.204 0.399 0.179  0.132
H2 0.480 -0.136 2.122  0.083
H3 -1.234 0.164 1.793  0.083
H4 -1.580 -1.542 -0.229  0.108
H5 -0.596 0.615 -1.830  0.088
H6 -0.061 1.487 1.655  0.083
H7 -0.114 -1.648 -1.346  0.112

Values from the calculation:
calculated total energy	-286.560965	a.u.
energy relative to the best compared isomer or geometry (same formula, charge and spin)	1.923	eV
structure (SMILES)	C[C@@]1(C=O)CN1

---

Molecular formula: C18H63F2N12O8P3S2Ti
Method: DFT, ωB97M-V/def2-TZVPD

Last column: Mulliken spin population.
Geometry (Å):
Ti1 2.315 -0.977 -4.976  2.974
S1 4.677 -1.586 -2.419  -0.008
S2 3.463 -3.515 -3.165  0.009
P1 -3.571 1.807 -0.028  0.001
P2 -0.120 -2.876 1.368  -0.026
P3 2.745 2.490 0.128  -0.008
F1 2.256 -3.719 -2.120  0.004
F2 4.531 0.022 -2.355  0.007
O1 0.162 -0.060 -4.242  -0.032
O2 0.531 -2.156 0.308  -0.016
O3 5.792 -1.782 -3.362  0.000
O4 -2.740 3.052 -0.093  0.000
O5 2.421 1.313 -0.717  -0.001
O6 4.588 -4.190 -2.580  0.002
O7 4.852 -1.879 -1.000  0.000
O8 3.031 -4.005 -4.463  -0.010
N1 -1.068 -1.877 2.331  0.283
N2 -2.955 0.414 -0.867  0.002
N3 1.222 -0.651 -1.929  0.106
N4 -5.108 2.192 -0.592  0.000
N5 1.531 3.226 1.050  0.000
N6 3.387 3.794 -0.748  0.000
N7 -1.163 -4.153 0.902  0.002
N8 -0.765 -1.701 -6.003  0.060
N9 3.278 -1.838 -2.976  0.141
N10 1.062 -3.530 2.543  0.633
N11 3.957 2.124 1.332  0.000
N12 -3.857 1.276 1.524  0.002
C1 2.210 -2.732 2.912  -0.009
C2 -0.542 -5.333 0.336  0.000
C3 4.627 3.205 2.120  0.000
C4 -1.538 0.364 -1.182  -0.008
C5 -2.425 -3.803 0.298  -0.002
C6 1.262 2.636 2.376  0.001
C7 -2.099 -2.329 3.249  -0.028
C8 -3.783 2.224 2.676  0.000
C9 0.393 3.709 0.209  0.000
C10 -6.171 2.808 0.195  0.000
C11 -3.806 -0.638 -1.398  0.000
C12 -5.270 2.513 -2.048  0.000
C13 -4.396 -0.067 1.751  0.001
C14 4.348 3.541 -1.843  -0.002
C15 0.711 -4.525 3.573  -0.019
C16 -0.737 -0.443 2.371  -0.021
C17 4.234 0.707 1.734  0.001
C18 3.612 5.117 -0.228  0.000
H1 -7.156 2.547 -0.192  0.000
H2 0.882 -1.324 -1.256  -0.002
H3 1.714 0.131 -1.521  0.023
H4 -4.107 -0.472 -2.433  0.000
H5 0.020 -5.312 3.272  0.002
H6 5.325 3.471 -1.364  0.000
H7 0.772 4.351 -0.585  0.000
H8 -2.789 -3.015 2.758  0.006
H9 2.412 -2.006 2.125  -0.005
H10 -4.346 3.154 2.593  0.000
H11 2.134 -2.265 3.894  0.024
H12 -6.331 2.491 -2.296  0.000
H13 2.782 5.480 0.379  0.000
H14 -1.284 -6.119 0.480  0.000
H15 3.755 5.849 -1.023  0.000
H16 -1.265 -1.183 -6.711  0.003
H17 -1.337 -0.206 -2.089  -0.001
H18 1.642 1.615 2.353  -0.001
H19 0.261 -3.977 4.401  0.039
H20 -1.717 -2.848 4.129  0.029
H21 0.439 0.846 -4.480  0.013
H22 -2.758 2.487 2.940  0.000
H23 -4.678 -0.808 -0.766  0.000
H24 0.130 -1.932 -6.410  0.071
H25 -3.814 -0.879 1.314  -0.001
H26 -0.872 -0.041 -0.421  0.000
H27 -0.534 -0.087 3.381  0.010
H28 -2.684 -1.456 3.535  0.009
H29 -6.082 3.885 0.335  0.000
H30 -4.876 1.677 -2.626  0.000
H31 -3.242 -1.557 -1.552  0.000
H32 -2.880 -2.917 0.740  -0.001
H33 5.575 3.291 1.590  0.000
H34 -0.326 -5.192 -0.723  0.000
H35 4.655 2.992 3.188  0.000
H36 -1.537 0.038 1.808  0.028
H37 -1.194 -2.587 -5.780  0.003
H38 1.643 -4.947 3.949  0.019
H39 0.217 2.613 2.684  0.000
H40 -1.351 1.378 -1.535  -0.002
H41 5.315 0.618 1.844  0.000
H42 4.584 5.089 0.264  0.000
H43 0.406 -5.504 0.844  0.001
H44 -0.356 4.218 0.816  0.000
H45 -6.201 2.473 1.232  0.000
H46 0.186 -0.130 1.882  0.001
H47 1.837 3.125 3.163  0.000
H48 4.434 4.307 -2.613  0.000
H49 3.054 -3.420 2.848  0.030
H50 4.088 2.586 -2.299  0.006
H51 0.600 -0.475 -2.705  -0.144
H52 3.948 -0.001 0.956  0.000
H53 -3.069 -4.681 0.241  0.000
H54 -4.378 -0.360 2.801  0.000
H55 -2.087 -3.572 -0.712  0.001
H56 -5.393 0.013 1.318  0.000
H57 3.814 0.429 2.701  0.000
H58 -0.535 -1.095 -5.228  -0.059
H59 4.068 4.138 2.052  0.000
H60 -4.583 3.325 -2.287  0.000
H61 1.989 -1.071 -2.435  -0.138
H62 0.063 2.840 -0.361  0.000
H63 -4.068 1.809 3.642  0.000

Values from the calculation:
calculated total energy	-4851.618890	a.u.
net charge	+2
spin multiplicity	5